Record 1
{
  "formula": "C32H25ClN5O2OsPS3",
  "method": "wB97M-V/def2-TZVPD",
  "elements": ["Os", "N", "C", "S", "N", "N", "C", "C", "C", "C", "C", "C", "N", "H", "H", "H", "H", "H", "H", "H", "Cl", "C", "C", "C", "C", "C", "C", "P", "C", "C", "C", "C", "C", "C", "C", "C", "C", "C", "C", "C", "H", "H", "H", "H", "H", "H", "H", "H", "H", "H", "H", "H", "H", "H", "O", "S", "O", "N", "C", "S", "C", "C", "C", "C", "C", "C", "H", "H", "H", "H"],
  "xyz": [[-0.310, -0.798, -0.229], [-1.139, -3.312, 3.225], [-1.120, -2.481, 2.195], [0.464, -1.864, 1.641], [-2.229, -2.041, 1.684], [-2.099, -1.266, 0.597], [-3.177, -0.821, 0.057], [-3.057, -0.060, -1.158], [-4.142, 0.509, -1.807], [-3.926, 1.222, -2.975], [-2.639, 1.314, -3.482], [-1.602, 0.721, -2.784], [-1.801, 0.068, -1.639], [-0.342, -3.908, 3.384], [-2.034, -3.710, 3.475], [-4.142, -1.061, 0.489], [-5.134, 0.405, -1.386], [-4.758, 1.691, -3.486], [-2.440, 1.825, -4.415], [-0.586, 0.750, -3.157], [1.950, -0.433, -0.972], [2.592, 1.137, -0.575], [3.940, 1.359, -0.777], [4.439, 2.626, -0.512], [3.600, 3.637, -0.060], [2.252, 3.388, 0.132], [1.733, 2.116, -0.116], [-0.026, 1.757, 0.131], [-0.811, 3.276, -0.429], [-1.582, 4.088, 0.399], [-2.063, 5.293, -0.091], [-1.802, 5.677, -1.399], [-1.064, 4.848, -2.239], [-0.570, 3.649, -1.757], [-0.270, 1.643, 1.918], [-1.578, 1.431, 2.366], [-1.841, 1.359, 3.724], [-0.798, 1.488, 4.634], [0.507, 1.648, 4.188], [0.778, 1.718, 2.829], [4.586, 0.568, -1.133], [5.493, 2.819, -0.667], [4.001, 4.621, 0.142], [1.591, 4.175, 0.473], [-1.777, 3.814, 1.428], [-2.628, 5.947, 0.561], [-2.162, 6.629, -1.767], [-0.859, 5.143, -3.260], [0.035, 3.016, -2.398], [-2.389, 1.349, 1.650], [-2.853, 1.207, 4.072], [-1.008, 1.456, 5.696], [1.316, 1.728, 4.903], [1.799, 1.845, 2.489], [0.393, -5.784, 1.736], [0.142, -5.927, 0.329], [-0.688, -6.982, -0.137], [-0.499, -4.462, -0.244], [0.308, -3.951, -1.096], [-0.144, -2.523, -2.036], [1.626, -4.605, -1.268], [2.747, -4.151, -1.941], [3.933, -4.861, -1.791], [3.990, -6.005, -1.003], [2.852, -6.490, -0.363], [1.690, -5.769, -0.520], [2.699, -3.257, -2.550], [4.832, -4.522, -2.290], [4.931, -6.524, -0.874], [2.872, -7.391, 0.237]],
  "orbital_gap_ha": [0.210, 0.210],
  "charge": 2,
  "relative_energy_kj_mol": 80.9,
  "lumo_energy_ev": [-8.3, -8.3]
}

=====

Record 2
{
  "formula": "C18H30Cl2N4O2P",
  "method": "wB97M-V/def2-TZVPD",
  "elements": ["C", "P", "C", "N", "C", "N", "C", "C", "C", "O", "C", "N", "C", "C", "C", "O", "N", "C", "C", "C", "C", "C", "C", "H", "H", "H", "H", "H", "H", "H", "H", "H", "H", "H", "H", "H", "H", "H", "H", "H", "H", "H", "H", "H", "H", "H", "H", "H", "H", "Cl", "C", "C", "Cl", "H", "H", "H", "H"],
  "xyz": [[2.480, -2.379, 0.498], [2.519, -3.131, -1.270], [3.151, -4.899, -0.990], [0.811, -3.180, -1.878], [0.022, -2.110, -1.824], [-1.412, -1.970, -2.235], [-2.027, -0.901, -1.346], [-3.086, -1.444, -0.255], [-4.321, -0.405, -0.208], [-5.311, -0.840, 0.771], [-0.816, -0.097, -0.649], [0.326, -0.793, -1.295], [1.423, 0.001, -1.920], [0.975, 1.379, -2.606], [1.643, 2.631, -1.816], [2.573, 3.327, -2.317], [1.175, 3.066, -0.457], [1.914, 2.217, 0.513], [1.190, 1.357, 1.595], [1.902, 0.419, 2.598], [3.443, 0.275, 2.568], [4.222, 1.152, 1.518], [3.487, 2.101, 0.504], [1.467, -2.649, 0.979], [2.595, -1.244, 0.497], [3.361, -2.790, 1.126], [3.699, -5.306, -1.903], [3.912, -4.835, -0.121], [2.297, -5.560, -0.615], [0.453, -4.076, -2.267], [-1.788, -2.859, -1.841], [-2.671, -0.323, -2.090], [-3.479, -2.499, -0.476], [-2.646, -1.454, 0.812], [-3.914, 0.633, 0.049], [-4.799, -0.316, -1.257], [-6.040, -0.186, 0.824], [-0.850, 1.039, -0.586], [-0.788, -0.399, 0.458], [2.268, 0.099, -1.150], [1.863, -0.657, -2.765], [1.446, 1.420, -3.661], [-0.148, 1.502, -2.764], [1.483, 4.031, -0.264], [0.039, 1.440, 1.608], [1.264, -0.187, 3.322], [3.991, -0.433, 3.273], [5.369, 1.035, 1.509], [4.147, 2.687, -0.231], [-4.715, 2.525, 0.629], [-4.331, 3.024, 2.294], [-2.959, 3.658, 2.392], [-1.651, 2.478, 2.117], [-4.416, 2.147, 2.940], [-5.095, 3.743, 2.596], [-2.810, 4.068, 3.393], [-2.839, 4.470, 1.672]],
  "orbital_gap_ha": 0.307,
  "charge": 1,
  "relative_energy_kj_mol": 658.9,
  "lumo_energy_ev": -3.0
}

=====

Record 3
{
  "formula": "C5H10O",
  "method": "wB97M-V/def2-TZVPD",
  "elements": ["O", "C", "C", "C", "C", "C", "H", "H", "H", "H", "H", "H", "H", "H", "H", "H"],
  "xyz": [[1.963, 1.205, 0.357], [2.306, -0.068, 0.097], [0.443, -0.983, -0.611], [-0.519, -0.309, 0.311], [-1.957, -0.107, -0.100], [-1.034, 1.070, -0.025], [1.388, 1.281, 1.137], [2.187, -0.733, 0.967], [1.700, -0.561, -0.845], [0.579, -2.048, -0.404], [0.153, -0.846, -1.661], [-0.366, -0.524, 1.369], [-2.258, -0.469, -1.079], [-2.721, -0.206, 0.667], [-0.682, 1.510, -0.955], [-1.183, 1.788, 0.776]],
  "orbital_gap_ha": 0.320,
  "relative_energy_kj_mol": 480.1,
  "lumo_energy_ev": 0.9
}

=====

Record 4
{
  "formula": "C47H63BMnN7S3",
  "method": "wB97M-V/def2-TZVPD",
  "elements": ["Mn", "C", "C", "C", "C", "N", "C", "C", "N", "B", "N", "C", "C", "N", "C", "S", "C", "C", "C", "C", "N", "C", "C", "N", "C", "S", "C", "C", "C", "C", "C", "S", "H", "H", "H", "H", "H", "H", "H", "H", "H", "H", "H", "H", "H", "H", "H", "H", "H", "H", "H", "H", "H", "H", "H", "H", "H", "H", "H", "H", "H", "H", "H", "H", "H", "H", "C", "C", "C", "C", "C", "C", "C", "C", "N", "C", "C", "C", "C", "H", "H", "H", "H", "H", "H", "H", "H", "H", "H", "H", "H", "H", "H", "H", "H", "H", "H", "C", "C", "C", "C", "C", "C", "C", "C", "C", "C", "C", "C", "C", "C", "H", "H", "H", "H", "H", "H", "H", "H", "H", "H", "H"],
  "xyz": [[0.197, -0.033, 0.552], [-4.267, -0.495, 5.468], [-2.946, -0.157, 4.763], [-2.055, 0.732, 5.640], [-2.221, -1.465, 4.471], [-3.267, 0.611, 3.553], [-4.014, 1.762, 3.660], [-4.138, 2.291, 2.428], [-3.477, 1.485, 1.545], [-3.480, 1.868, 0.050], [-2.428, 2.955, -0.230], [-2.674, 3.943, -1.143], [-1.633, 4.800, -1.142], [-0.721, 4.348, -0.223], [-1.220, 3.203, 0.313], [-0.478, 2.290, 1.523], [0.584, 4.959, 0.060], [1.680, 3.977, -0.362], [0.740, 6.254, -0.741], [0.670, 5.300, 1.551], [-3.378, 0.666, -0.918], [-4.496, -0.073, -1.202], [-4.249, -0.815, -2.300], [-2.961, -0.557, -2.711], [-2.436, 0.341, -1.826], [-0.862, 0.944, -1.794], [-2.442, -1.090, -3.980], [-0.935, -0.898, -4.134], [-2.737, -2.591, -4.072], [-3.172, -0.347, -5.109], [-2.925, 0.471, 2.241], [-2.056, -0.795, 1.521], [-4.079, -1.194, 6.279], [-4.949, -0.966, 4.763], [-4.752, 0.382, 5.887], [-1.763, 0.201, 6.542], [-2.566, 1.646, 5.931], [-1.157, 1.005, 5.091], [-2.024, -1.974, 5.412], [-1.274, -1.289, 3.973], [-2.824, -2.113, 3.843], [-4.403, 2.117, 4.590], [-4.643, 3.177, 2.106], [-4.547, 2.368, -0.157], [-3.573, 3.951, -1.724], [-1.496, 5.686, -1.722], [1.545, 3.689, -1.404], [1.651, 3.075, 0.243], [2.660, 4.434, -0.250], [0.719, 6.065, -1.811], [1.704, 6.694, -0.499], [-0.031, 6.977, -0.485], [0.645, 4.396, 2.150], [-0.165, 5.934, 1.845], [1.598, 5.827, 1.755], [-5.373, -0.002, -0.595], [-4.899, -1.489, -2.816], [-0.394, -1.311, -3.285], [-0.682, 0.154, -4.223], [-0.601, -1.411, -5.033], [-2.291, -3.123, -3.238], [-2.305, -2.978, -4.992], [-3.803, -2.798, -4.098], [-2.998, 0.724, -5.034], [-4.245, -0.528, -5.069], [-2.802, -0.693, -6.071], [2.850, 0.462, -3.733], [3.435, 0.576, -2.356], [4.814, 0.610, -2.156], [5.317, 0.674, -0.866], [6.799, 0.721, -0.629], [4.466, 0.660, 0.229], [3.069, 0.555, 0.077], [2.604, 0.583, -1.261], [2.119, 0.355, 1.036], [2.496, 0.153, 2.435], [3.417, -1.070, 2.615], [1.208, -0.160, 3.222], [3.079, 1.436, 3.056], [3.459, 0.979, -4.471], [1.840, 0.865, -3.751], [2.795, -0.592, -4.011], [5.488, 0.571, -3.000], [7.343, 0.643, -1.566], [7.102, -0.099, 0.020], [7.077, 1.655, -0.142], [4.935, 0.702, 1.197], [1.525, 0.519, -1.414], [2.865, -1.967, 2.342], [3.734, -1.147, 3.652], [4.298, -1.027, 1.987], [0.684, -1.007, 2.747], [0.558, 0.718, 3.240], [1.449, -0.433, 4.246], [4.028, 1.726, 2.619], [3.216, 1.296, 4.126], [2.372, 2.248, 2.899], [3.283, -5.258, -3.214], [1.930, -4.969, -3.133], [1.459, -4.053, -2.212], [2.334, -3.391, -1.350], [3.698, -3.691, -1.447], [4.166, -4.616, -2.359], [1.931, -2.304, -0.465], [0.705, -1.980, 0.006], [-0.332, -3.021, 0.008], [-0.080, -4.239, 0.653], [-1.002, -5.267, 0.614], [-2.214, -5.098, -0.039], [-2.491, -3.889, -0.656], [-1.561, -2.870, -0.639], [3.649, -5.960, -3.950], [1.236, -5.456, -3.804], [0.406, -3.822, -2.176], [4.399, -3.179, -0.802], [5.225, -4.830, -2.414], [2.771, -1.659, -0.251], [0.863, -4.374, 1.166], [-0.775, -6.211, 1.092], [-2.936, -5.902, -0.071], [-3.438, -3.747, -1.157], [-1.757, -1.939, -1.148]],
  "orbital_gap_ha": [0.202, 0.257],
  "multiplicity": 5,
  "lumo_energy_ev": [-0.8, 0.5]
}

=====

Record 5
{
  "formula": "C36H38F3NO4",
  "method": "wB97M-V/def2-TZVPD",
  "elements": ["C", "C", "C", "C", "C", "C", "C", "C", "C", "C", "C", "O", "N", "C", "C", "C", "C", "O", "O", "C", "C", "C", "O", "H", "H", "H", "H", "H", "H", "H", "H", "H", "H", "H", "H", "H", "H", "H", "H", "H", "H", "H", "H", "H", "H", "H", "F", "C", "C", "C", "C", "C", "C", "H", "H", "H", "H", "H", "F", "C", "C", "C", "C", "C", "C", "H", "H", "H", "H", "H", "F", "C", "C", "C", "C", "C", "C", "H", "H", "H", "H", "H"],
  "xyz": [[4.026, -0.165, 3.923], [3.775, -1.457, 3.007], [4.033, -1.217, 1.437], [4.176, 0.320, 0.998], [2.790, 1.163, 1.122], [2.776, 2.657, 0.660], [1.525, 3.580, 0.746], [0.238, 2.953, 1.328], [0.244, 1.472, 1.795], [1.485, 0.556, 1.706], [-1.232, 1.246, 2.362], [-1.513, 0.235, 3.043], [-2.004, 2.420, 1.971], [-3.329, 2.224, 1.280], [-4.327, 1.432, 2.260], [-4.814, -0.016, 1.781], [-3.848, -0.789, 0.794], [-4.022, -0.583, -0.450], [-2.852, -1.720, 1.151], [-1.674, -1.540, 0.332], [-1.489, -2.605, -0.850], [-1.207, 3.591, 1.600], [-1.592, 4.780, 1.556], [5.088, 0.269, 3.790], [3.967, -0.515, 5.020], [3.253, 0.664, 3.784], [2.692, -1.837, 3.155], [4.434, -2.307, 3.430], [5.034, -1.730, 1.187], [3.244, -1.767, 0.800], [5.033, 0.840, 1.572], [4.471, 0.425, -0.116], [3.760, 3.097, 0.259], [1.544, 4.671, 0.435], [1.408, -0.517, 2.065], [-3.249, 1.816, 0.218], [-3.764, 3.290, 1.170], [-3.851, 1.452, 3.312], [-5.283, 2.075, 2.369], [-4.950, -0.662, 2.731], [-5.867, 0.072, 1.319], [-0.768, -1.671, 1.037], [-1.563, -0.469, -0.085], [-2.450, -3.142, -1.165], [-1.039, -2.060, -1.764], [-0.716, -3.406, -0.536], [2.313, -1.091, -2.167], [1.929, -1.074, -3.452], [1.955, -2.248, -4.189], [1.547, -2.230, -5.519], [1.128, -1.036, -6.100], [1.111, 0.138, -5.353], [1.508, 0.118, -4.020], [2.292, -3.166, -3.722], [1.557, -3.145, -6.102], [0.814, -1.022, -7.139], [0.788, 1.068, -5.808], [1.492, 1.021, -3.421], [2.155, 3.912, -3.572], [3.332, 3.969, -4.217], [4.041, 2.800, -4.442], [5.258, 2.857, -5.114], [5.756, 4.085, -5.544], [5.038, 5.253, -5.308], [3.816, 5.195, -4.645], [3.642, 1.855, -4.093], [5.817, 1.947, -5.302], [6.708, 4.129, -6.064], [5.429, 6.209, -5.639], [3.238, 6.094, -4.461], [-7.931, -5.988, 5.293], [-7.064, -5.196, 4.644], [-7.456, -4.579, 3.466], [-6.558, -3.754, 2.796], [-5.276, -3.565, 3.305], [-4.891, -4.194, 4.486], [-5.792, -5.010, 5.162], [-8.455, -4.745, 3.081], [-6.857, -3.260, 1.877], [-4.574, -2.925, 2.779], [-3.891, -4.049, 4.878], [-5.513, -5.501, 6.087]],
  "orbital_gap_ha": 0.306,
  "smiles": "CCCCc1ccc2c(c1)C(=O)N(CCCC(=O)OCC)C2=O.Fc1ccccc1.Fc1ccccc1.Fc1ccccc1",
  "relative_energy_kj_mol": 698.7,
  "lumo_energy_ev": -0.7
}

=====

Record 6
{
  "formula": "C4H6O",
  "method": "wB97M-V/def2-TZVPD",
  "elements": ["C", "C", "C", "C", "O", "H", "H", "H", "H", "H", "H"],
  "xyz": [[-0.299, 0.779, -1.974], [-0.589, 0.546, -0.689], [0.188, -0.372, 0.115], [0.206, -0.369, 1.450], [1.136, -1.159, 2.130], [-0.934, 1.435, -2.559], [0.561, 0.419, -2.525], [-1.460, 1.019, -0.276], [0.903, -1.012, -0.388], [-0.271, 0.403, 2.048], [0.558, -1.690, 2.668]],
  "orbital_gap_ha": 0.353,
  "smiles": "C=C/C=C/O",
  "relative_energy_kj_mol": 80.8,
  "lumo_energy_ev": 1.0
}

=====

Record 7
{
  "formula": "C22H23ClN4NdO5",
  "method": "wB97M-V/def2-TZVPD",
  "elements": ["Nd", "C", "C", "O", "C", "C", "C", "N", "N", "C", "O", "C", "C", "C", "C", "C", "C", "H", "H", "H", "H", "H", "H", "H", "H", "H", "H", "H", "H", "Cl", "C", "C", "C", "C", "C", "C", "C", "H", "H", "H", "H", "H", "H", "N", "C", "C", "O", "O", "H", "H", "H", "H", "H", "O", "C", "N"],
  "xyz": [[-0.326, -1.187, 1.727], [3.801, -2.735, 1.757], [2.477, -2.582, 1.061], [1.402, -2.663, 1.807], [2.425, -2.380, -0.278], [1.068, -2.268, -0.851], [0.379, -3.542, -1.259], [0.369, -1.194, -0.936], [1.019, 0.055, -0.831], [1.606, 0.594, 0.256], [1.632, 0.090, 1.389], [2.237, 1.926, 0.007], [2.582, 2.358, -1.273], [3.159, 3.609, -1.450], [3.395, 4.426, -0.351], [3.055, 3.993, 0.924], [2.479, 2.745, 1.103], [3.766, -3.609, 2.412], [4.616, -2.839, 1.042], [3.980, -1.855, 2.381], [3.296, -2.426, -0.920], [1.124, -4.260, -1.597], [-0.127, -3.972, -0.393], [-0.354, -3.360, -2.043], [2.412, 1.709, -2.123], [3.426, 3.941, -2.446], [3.848, 5.402, -0.493], [3.230, 4.635, 1.778], [2.183, 2.402, 2.087], [-4.877, 1.319, -3.447], [-4.206, 0.254, -2.230], [-4.412, 0.533, -0.869], [-3.843, -0.294, 0.084], [-3.057, -1.416, -0.255], [-2.481, -2.281, 0.761], [-2.899, -1.669, -1.651], [-3.459, -0.847, -2.617], [-5.013, 1.386, -0.576], [-3.999, -0.071, 1.135], [-2.325, -3.298, 0.395], [-3.092, -2.300, 1.666], [-2.335, -2.539, -1.963], [-3.320, -1.057, -3.671], [-1.280, 1.760, -1.573], [-1.318, 2.749, -0.490], [-1.106, 2.152, 0.910], [-1.029, 2.948, 1.834], [-1.060, 0.861, 1.013], [-1.700, 2.129, -2.415], [-1.831, 0.952, -1.297], [0.408, 0.737, -1.346], [-2.271, 3.280, -0.445], [-0.535, 3.490, -0.639], [-1.255, -2.328, 6.175], [-1.042, -1.930, 5.069], [-0.816, -1.531, 3.960]],
  "orbital_gap_ha": [0.240, 0.240],
  "charge": -1,
  "multiplicity": 4,
  "relative_energy_kj_mol": 0.0,
  "lumo_energy_ev": [2.4, 2.4]
}

=====

Record 8
{
  "formula": "C4H7N2S",
  "method": "wB97M-V/def2-TZVPD",
  "elements": ["C", "C", "C", "C", "N", "N", "S", "H", "H", "H", "H", "H", "H", "H"],
  "xyz": [[-2.023, 1.447, -0.744], [-1.816, 0.616, -1.782], [-0.431, 0.162, 0.194], [1.686, -0.965, 1.381], [-1.192, 1.299, 0.274], [2.498, -1.646, 0.666], [-0.677, -0.560, -1.331], [-2.626, 2.340, -0.708], [-2.344, 0.592, -2.861], [1.786, 0.081, 1.608], [1.005, -1.512, 1.933], [3.276, -1.287, 0.062], [-1.316, 2.041, 1.046], [2.175, -2.606, 0.262]],
  "orbital_gap_ha": 0.326,
  "charge": 1,
  "relative_energy_kj_mol": 275.2,
  "lumo_energy_ev": -4.1
}